No. 1
Molecular formula: C8H15N
Method: DFT, ωB97M-V/def2-TZVPD

Structure (ORCA input):
```
! RIJCOSX wB97M-V def2-TZVPD def2/J DEFGRID3
* xyz 0 1
C 1.75 -1.38 -2.08
C 1.41 -0.50 -0.90
C 1.52 0.98 -1.16
C 0.55 -1.04 0.14
N 1.77 -0.97 0.47
H 1.12 -1.13 -2.93
H 1.60 -2.43 -1.83
H 2.79 -1.24 -2.38
H 1.36 1.54 -0.21
H 2.49 1.21 -1.59
H 0.74 1.34 -1.84
H -0.32 -1.60 0.37
C -0.49 1.65 0.99
C -1.18 0.51 1.08
C -1.22 -0.26 2.38
C -2.22 0.16 0.04
H -0.65 2.34 0.17
H 0.16 1.97 1.79
H -1.91 0.22 3.07
H -1.57 -1.28 2.23
H -0.23 -0.28 2.84
H -1.88 0.44 -0.95
H -2.45 -0.91 0.05
H -3.15 0.69 0.25
*
```

Calculated values
- frontier orbital gap (Ha) = 0.3633
- highest occupied orbital energy (eV) = -9.013

These are the Löwdin partial charges, in e, on atoms 1 to 2:
1 C -0.044
2 C -0.527


No. 2
Molecular formula: C19H35N2OSc
Method: DFT, ωB97M-V/def2-TZVPD

Structure (ORCA input):
```
! RIJCOSX wB97M-V def2-TZVPD def2/J DEFGRID3
* xyz 2 1
C -2.44 -1.67 -0.04
H -2.88 -0.73 -0.48
H -2.47 -2.49 -0.70
H -0.39 -0.06 -2.17
C -2.19 -1.72 1.38
H -1.10 -1.71 1.63
H -2.58 -0.79 1.81
C -2.92 -2.92 1.88
H -2.88 -2.80 2.98
H -3.95 -2.72 1.52
H -2.52 -3.81 1.36
C 2.03 -1.02 -0.63
C 1.73 -1.89 0.45
C 0.89 -2.91 -0.04
C 0.66 -2.68 -1.44
C 1.35 -1.50 -1.81
C 1.25 -0.74 -3.11
C -0.23 -3.51 -2.31
C 0.48 -4.15 0.68
C 2.38 -1.85 1.79
C 3.02 0.09 -0.59
Sc -0.69 -0.75 -0.62
H -0.70 -2.90 -3.10
H 0.32 -4.34 -2.80
H -1.06 -3.96 -1.73
H 0.48 -1.14 -3.76
H 1.03 0.33 -2.98
H 2.21 -0.79 -3.65
H 2.72 0.87 0.12
H 4.05 -0.19 -0.30
H 3.11 0.59 -1.57
H 1.83 -2.42 2.54
H 3.39 -2.28 1.78
H 2.49 -0.83 2.18
H -0.61 -4.30 0.64
H 0.94 -5.06 0.25
H 0.75 -4.11 1.75
C 1.01 2.95 -1.78
N 0.17 3.41 -0.69
C 0.32 4.79 -0.26
C -0.86 5.18 0.57
C -1.00 4.22 1.72
N -1.01 2.87 1.25
C -1.44 1.90 2.22
C -0.42 2.49 0.11
O -0.33 1.22 -0.15
H 0.48 2.25 -2.46
H 1.84 2.34 -1.40
H 1.35 3.82 -2.36
H 1.25 4.86 0.34
H 0.39 5.48 -1.10
H -1.74 5.09 -0.07
H -0.81 6.22 0.95
H -1.91 4.42 2.29
H -0.12 4.33 2.36
H -1.86 2.43 3.10
H -2.23 1.25 1.85
H -0.59 1.32 2.59
*
```

Calculated values
- frontier orbital gap (alpha / beta) (Ha) = 0.2184 / 0.2247
- highest occupied orbital energy (alpha / beta) (eV) = -14.934 / -15.003

These are the Löwdin partial charges, in e, on atoms 1 to 2:
1 C -0.071
2 H 0.130


No. 3
Molecular formula: C3H6N2S2
Method: DFT, ωB97M-V/def2-TZVPD

Structure (ORCA input):
```
! RIJCOSX wB97M-V def2-TZVPD def2/J DEFGRID3
* xyz 0 3
C 0.05 1.32 -0.32
C 0.97 -1.17 0.22
C -1.34 0.90 -0.12
N 1.64 -1.64 1.40
N 0.10 -1.82 -0.44
S -0.28 -3.43 -0.18
S 1.50 0.51 -0.03
H 0.15 2.38 -0.61
H -2.18 1.27 -0.90
H -1.58 1.37 0.85
H -1.46 -0.15 -0.08
H 1.33 -2.69 1.58
H 2.63 -1.47 1.53
*
```

Calculated values
- frontier orbital gap (alpha / beta) (Ha) = 0.2766 / 0.2401
- highest occupied orbital energy (alpha / beta) (eV) = -6.827 / -8.473

These are the Löwdin partial charges, in e, on atoms 1 to 2:
1 C -0.555
2 C -0.806


No. 4
Molecular formula: C9H11CeCl2NO2
Method: DFT, ωB97M-V/def2-TZVPD

Structure (ORCA input):
```
! RIJCOSX wB97M-V def2-TZVPD def2/J DEFGRID3
* xyz -1 2
C 0.77 -0.64 -2.49
C -0.61 -0.90 -2.19
C -0.70 -1.87 -1.16
C 0.64 -2.28 -0.82
C 1.56 -1.54 -1.67
Ce 1.13 0.37 -0.13
N 3.55 0.27 -0.10
C -0.74 1.91 -0.83
C -2.00 1.63 -1.33
H -1.62 -2.30 -0.78
H -1.46 -0.42 -2.66
H 0.91 -3.07 -0.13
H 2.64 -1.50 -1.55
H 1.15 0.15 -3.13
H -2.12 1.44 -2.39
H -0.63 2.46 0.17
H 3.52 1.33 -0.34
H -2.90 1.45 -0.73
H 0.19 2.15 -1.53
Cl 0.05 1.76 4.52
C -0.54 0.16 4.01
Cl -2.21 -0.12 4.53
C -0.32 0.06 2.46
O 0.86 -0.36 2.10
O -1.19 0.46 1.65
H 0.07 -0.59 4.52
*
```

Calculated values
- frontier orbital gap (alpha / beta) (Ha) = 0.1754 / 0.1819
- highest occupied orbital energy (alpha / beta) (eV) = -2.219 / -2.421

These are the Löwdin partial charges, in e, on atoms 1 to 2:
1 C -0.242
2 C -0.191


No. 5
Molecular formula: C7H18ClO7PS
Method: DFT, ωB97M-V/def2-TZVPD

Structure (ORCA input):
```
! RIJCOSX wB97M-V def2-TZVPD def2/J DEFGRID3
* xyz 0 1
C 1.22 -2.17 0.19
C 0.30 -1.45 1.15
O -0.02 -0.08 0.75
P -0.38 0.42 -0.72
O -1.05 -0.52 -1.60
C 1.15 1.08 -1.43
C 1.93 2.09 -0.58
C 2.36 1.52 0.79
S 4.14 1.86 1.01
O -1.10 1.79 -0.37
C -2.42 1.73 0.24
C -3.28 2.86 -0.30
H 1.62 -3.06 0.68
H 0.66 -2.51 -0.68
H 2.08 -1.55 -0.14
H -0.63 -2.01 1.22
H 0.73 -1.33 2.14
H 0.83 1.56 -2.36
H 1.78 0.23 -1.72
H 1.32 2.98 -0.42
H 2.81 2.41 -1.15
H 1.88 2.01 1.64
H 2.22 0.45 0.87
H 4.63 0.93 0.17
H 4.40 1.10 2.10
H -2.86 0.76 0.03
H -2.26 1.81 1.32
H -2.87 3.21 -1.25
H -3.32 3.71 0.39
H -4.30 2.53 -0.48
O -1.06 -3.95 0.18
Cl -2.33 -4.48 -0.31
O -3.36 -3.52 -0.02
O -2.60 -5.72 0.37
O -2.23 -4.69 -1.73
*
```

Calculated values
- frontier orbital gap (Ha) = 0.2027
- highest occupied orbital energy (eV) = -7.573

These are the Löwdin partial charges, in e, on atoms 1 to 2:
1 C -0.093
2 C -0.218


No. 6
Molecular formula: C4H10O4
Method: DFT, ωB97M-V/def2-TZVPD

Structure (ORCA input):
```
! RIJCOSX wB97M-V def2-TZVPD def2/J DEFGRID3
* xyz 0 1
O 0.57 0.08 -2.32
C 1.22 -0.25 -1.37
C 0.92 0.19 0.05
C -0.55 0.48 0.24
C -0.87 0.70 1.69
O -1.16 -0.16 2.49
H 2.04 -0.99 -1.40
H 1.31 -0.58 0.71
H 1.46 1.10 0.32
H -1.15 -0.33 -0.18
H -0.82 1.34 -0.36
H -0.80 1.77 1.98
O 1.24 -1.93 2.60
H 0.33 -2.13 2.86
H 1.68 -1.64 3.40
O -1.94 1.10 -3.74
H -2.41 0.28 -3.57
H -1.05 0.99 -3.38
*
```

Calculated values
- frontier orbital gap (Ha) = 0.3972
- highest occupied orbital energy (eV) = -10.154

These are the Löwdin partial charges, in e, on atoms 1 to 2:
1 O 0.055
2 C -0.226


Taking the records one at a time from the top gives ΔE to the lowest compared entry with this formula, charge and spin values of 70.3; 78.3; 2.9; 78.9; 0.0; 28.9 kcal/mol.